{
  "formula": "C22H29N5O2",
  "method": "the ωB97M-V functional and the def2-TZVPD basis",
  "species": ["C", "C", "O", "C", "C", "C", "C", "C", "C", "H", "H", "N", "C", "C", "C", "N", "C", "O", "N", "N", "C", "C", "H", "H", "H", "C", "H", "H", "C", "N", "C", "C", "C", "C", "C", "H", "H", "H", "H", "H", "H", "H", "H", "H", "H", "H", "H", "C", "H", "H", "H", "H", "H", "H", "H", "H", "H", "H"],
  "positions_angstrom": [[-8.49428, -1.63029, 1.66439], [-8.59645, -0.94176, 0.30672], [-7.57716, -1.34731, -0.58623], [-6.31530, -0.87293, -0.44285], [-5.91231, 0.11084, 0.45579], [-4.59389, 0.53153, 0.48601], [-3.66276, -0.01427, -0.38492], [-4.05399, -1.01622, -1.27045], [-5.36268, -1.43595, -1.29934], [-5.68369, -2.20676, -1.98119], [-3.31292, -1.45840, -1.91672], [-2.31271, 0.37827, -0.37027], [-1.79608, 1.63012, -0.26548], [-0.41420, 1.46790, -0.30645], [-0.22012, 0.06459, -0.44940], [-1.38186, -0.56556, -0.49286], [1.10941, -0.51398, -0.52310], [1.39984, -1.69024, -0.63925], [2.09278, 0.46045, -0.45286], [1.91748, 1.77891, -0.30357], [0.74124, 2.30525, -0.23487], [0.66360, 3.78917, -0.07733], [1.66538, 4.18476, 0.06067], [0.22589, 4.24223, -0.96613], [0.04796, 4.04942, 0.78152], [3.47753, 0.03748, -0.46087], [3.54880, -0.83548, -1.11117], [4.06808, 0.86631, -0.85102], [3.92304, -0.33106, 0.97503], [5.25313, -0.83299, 1.16303], [5.54094, -2.17756, 0.71327], [6.11713, -2.27155, -0.70573], [7.33868, -1.36588, -0.82875], [6.95232, 0.06139, -0.45294], [6.35803, 0.07684, 0.96208], [6.03073, 1.08474, 1.22559], [7.14928, -0.21702, 1.66499], [6.22602, 0.44057, -1.17319], [7.82787, 0.71325, -0.48094], [7.73496, -1.39729, -1.84620], [8.12072, -1.71876, -0.15139], [5.36668, -1.97256, -1.43863], [6.39037, -3.30824, -0.91077], [4.62786, -2.77017, 0.78681], [6.27896, -2.59798, 1.40981], [3.22894, -1.09120, 1.34616], [3.81181, 0.56408, 1.59748], [-2.61998, 2.86424, -0.21006], [-3.59633, 2.69184, -0.65900], [-2.11975, 3.66345, -0.75152], [-2.76400, 3.19714, 0.81890], [-4.29452, 1.26860, 1.21443], [-6.60900, 0.55805, 1.14674], [-8.60261, 0.14949, 0.41890], [-9.52336, -1.23990, -0.19093], [-9.32724, -1.32692, 2.29256], [-7.56284, -1.37396, 2.16325], [-8.52547, -2.70872, 1.53228]],
  "forces_ev_per_a": [[0.11, 0.12, -0.39], [-0.29, 0.03, 0.38], [0.22, -0.10, -0.17], [0.26, 0.02, -0.07], [-0.38, -0.08, -0.04], [0.37, -0.12, -0.18], [-0.83, -0.24, 0.02], [0.02, 0.17, 0.07], [-0.20, 0.05, 0.15], [-0.02, -0.09, -0.09], [0.05, -0.04, -0.07], [0.78, 0.50, 0.09], [0.39, 0.15, -0.08], [-0.23, -0.91, -0.04], [-0.85, 0.90, 0.06], [0.45, -0.88, 0.00], [0.27, -0.19, -0.09], [-0.14, -0.12, 0.03], [-0.29, -0.53, -0.09], [-0.06, 1.14, 0.16], [0.31, 0.01, 0.00], [0.05, -0.09, -0.04], [0.02, 0.05, 0.01], [-0.06, 0.10, -0.03], [-0.06, 0.10, 0.06], [0.37, -0.32, 0.21], [0.06, 0.14, 0.02], [-0.09, -0.09, -0.04], [-0.24, 0.09, -0.15], [0.09, 0.00, -0.05], [-0.02, -0.12, -0.11], [0.14, -0.02, 0.24], [-0.21, 0.09, -0.20], [0.11, -0.12, 0.24], [0.06, 0.11, -0.08], [0.03, 0.00, 0.08], [0.07, 0.12, -0.02], [-0.02, 0.07, -0.05], [-0.01, 0.07, -0.04], [0.08, -0.03, 0.04], [0.09, -0.03, 0.01], [-0.05, -0.03, -0.06], [-0.05, -0.05, -0.05], [0.01, -0.04, 0.08], [-0.02, -0.12, -0.05], [-0.05, 0.10, 0.00], [-0.10, -0.04, -0.03], [-0.05, 0.06, 0.04], [-0.01, 0.09, 0.00], [-0.02, 0.03, -0.01], [-0.08, 0.05, 0.01], [0.05, 0.07, 0.06], [-0.09, 0.00, 0.05], [-0.01, -0.09, -0.08], [0.11, 0.13, 0.07], [-0.08, 0.03, 0.10], [0.04, 0.01, 0.10], [-0.02, -0.09, 0.02]],
  "lowdin_charge": [-0.062, -0.245, -0.046, -0.266, -0.012, -0.014, -0.195, 0.005, 0.014, 0.122, 0.117, -0.045, -0.165, -0.051, -0.120, 0.181, -0.371, 0.072, -0.067, 0.139, -0.276, -0.030, 0.078, 0.079, 0.080, -0.114, 0.110, 0.113, -0.166, -0.185, -0.183, -0.183, -0.210, -0.186, -0.190, 0.119, 0.120, 0.096, 0.107, 0.106, 0.110, 0.099, 0.108, 0.122, 0.120, 0.121, 0.120, -0.012, 0.082, 0.077, 0.090, 0.115, 0.107, 0.116, 0.124, 0.078, 0.067, 0.081],
  "relative_energy_kcal_mol": 64.0,
  "homo_energy_ev": -7.60,
  "orbital_gap_ev": 8.19
}